216
Properties=species:S:1:pos:R:3:forces:R:3 method="wB97M-V/def2-TZVPD" de_lowest_kcal_mol=150.6 fmax_ev_per_a=3.03 total_energy_ha=-3822.5763 smiles=COCCNCCOC.COCCNCCOC.COCCNCCOC.COCCNCCOC.COCCNCCOC.COCCNCCOC.CC(C)O.CC(C)O.CC(C)O.CC(C)O.CC(C)O.CC(C)O lumo_energy_ev=0.1 homo_lumo_gap_ev=8.52
O -8.0891 -5.8787 -1.9668 1.344 -0.126 0.352
O -8.0061 -0.2226 6.3210 -0.042 -0.723 0.387
O 3.9384 8.4799 0.1900 0.328 0.323 -0.508
O 6.1393 -4.7229 -1.3792 0.110 -0.321 -1.195
O -1.9219 3.6793 7.5350 0.434 -0.252 0.036
O -9.4842 0.6255 0.9728 -0.132 0.204 0.093
O -2.1241 -3.7325 -3.9882 -0.306 -0.107 -0.216
O -6.2244 7.6941 -1.5572 -0.061 0.596 -0.593
O -0.2497 0.2157 1.3154 -0.296 0.653 0.318
O 0.2026 -0.7104 5.8138 0.049 0.110 -1.608
O -0.5047 -8.5501 -0.9656 -0.190 1.772 -1.287
O 13.0013 -0.6232 2.7247 -0.760 -1.193 1.064
O 3.9092 3.9364 -6.0332 0.582 1.365 -0.404
O 8.3663 0.5687 1.2883 -0.644 1.332 -0.744
O -3.2943 -5.7399 2.6769 0.509 0.590 0.634
O -5.2627 7.6878 -9.1882 1.715 -0.417 0.900
O 12.6613 -6.1300 -1.2075 -0.310 -0.315 -0.106
O -2.3603 3.3889 -5.9479 -0.971 0.037 0.058
N 9.1738 -5.0594 -1.4555 -0.845 -0.354 -0.775
N -10.0106 0.3331 3.8194 2.193 0.570 1.242
N -1.3584 -8.0900 2.2206 0.581 -1.366 0.688
N -5.5343 -4.2160 -2.8329 0.761 0.100 1.069
N -1.8602 6.1465 -8.3525 1.097 0.661 -0.833
N 11.3079 0.5076 0.5413 0.517 0.344 0.664
C 1.0358 -1.4298 6.6979 -0.248 -0.775 -0.365
C -0.9945 -3.5976 -3.1518 -0.427 0.240 -0.109
C -6.4158 -4.1686 -1.6454 -0.594 -0.476 -1.253
C -9.3462 1.3580 -0.2446 0.071 -0.142 0.862
C -2.9482 4.6278 7.4420 -0.721 1.124 -1.825
C 0.5396 -8.3116 -1.9800 -1.093 -0.549 1.267
C 3.1283 2.9487 -3.9989 0.485 0.017 -0.429
C 8.4610 -3.8437 -1.1953 -1.136 0.395 -1.218
C -0.0917 -9.0683 0.2623 0.856 -1.630 0.052
C 0.1161 -2.2620 7.5775 0.065 0.178 0.943
C -0.4363 2.6687 1.1992 0.283 -0.588 0.711
C -2.6539 4.1581 -7.1062 0.288 0.757 0.458
C -3.0392 2.1329 -5.9047 1.218 -0.389 0.448
C 4.3500 1.6406 -5.8291 0.040 -0.417 0.899
C -2.3733 6.0899 7.1583 -0.981 -0.860 0.267
C -3.9235 4.1960 6.2742 0.667 0.813 1.030
C -3.0356 6.5486 -9.1507 -0.595 -1.361 0.933
C -3.7365 -4.6822 3.5475 0.463 0.173 -1.265
C 1.5644 8.0555 0.3826 -0.172 0.434 0.787
C -9.2515 -6.4368 -2.5097 0.146 0.446 0.041
C -8.5529 1.0534 1.9684 0.381 -1.460 0.020
C 6.9812 0.9372 1.2599 -0.125 -0.485 1.100
C 5.5917 -4.3511 -0.1676 0.100 -0.091 1.534
C -4.1734 7.1649 -8.3310 -0.160 0.416 -1.035
C -7.3851 -0.1952 7.6044 -0.261 1.083 -0.347
C 10.5094 -4.9615 -0.9948 1.870 -0.030 -0.516
C 13.2492 0.5880 2.1093 1.302 1.478 -1.053
C 2.0753 -2.3661 5.9949 -0.526 0.632 0.266
C -5.9487 6.6727 -9.9008 -0.175 -0.069 0.631
C -3.1403 -4.6099 -3.5276 -0.867 0.126 0.165
C 10.5645 1.6819 1.0506 -1.146 -1.281 -0.759
C 13.2946 -0.7355 4.1505 0.350 0.580 -1.501
C -5.5347 6.2512 0.2280 -0.182 -1.650 -1.250
C 2.8872 8.3888 1.1358 0.475 -1.298 -0.838
C 7.0622 -3.7746 -1.9007 1.027 -0.041 1.446
C -7.8848 -4.4584 -2.0040 0.012 -0.914 0.472
C -1.5726 -6.9064 1.4722 -0.464 1.464 0.531
C -8.6537 0.1325 3.2276 -1.711 1.316 -2.129
C 9.0653 1.5732 0.5285 2.209 0.205 0.684
C -5.3424 5.6048 -2.2860 0.391 -0.700 0.306
C -10.0868 -0.4712 5.0463 -0.740 0.798 -0.549
C -6.1172 6.3229 -1.2303 0.134 1.129 1.361
C 13.3835 -7.3426 -1.4577 -0.288 0.568 0.228
C -1.8898 -5.6554 2.3409 -0.699 -0.337 -0.359
C 12.7824 0.6198 0.6381 -1.192 -0.693 0.480
C 3.3271 7.2461 2.0641 -0.828 0.635 -0.266
C -1.8738 5.4908 -7.0400 -0.649 -0.590 -0.645
C -1.1780 -9.2748 1.3388 0.630 1.516 0.269
C -2.4678 1.1708 0.9762 0.442 0.134 -0.228
C -9.3994 0.0968 6.2982 0.371 0.043 -0.439
C -0.9741 1.2959 0.7285 0.119 0.487 -0.743
C 11.2413 -6.2327 -1.4581 1.025 0.198 1.568
C 3.4121 2.7662 -5.4761 -0.830 -0.178 -0.197
C -4.1472 -4.0816 -2.3787 2.137 0.366 -1.863
H -5.2848 4.5888 -1.8956 0.390 -0.272 -0.241
H -9.3980 2.4193 -0.0015 -0.126 0.246 -0.288
H -0.6852 -6.7341 0.8631 -0.297 0.228 -0.231
H -3.5332 4.6133 8.3616 -0.053 0.288 0.189
H -0.8729 5.1547 -6.7692 0.288 0.441 -0.227
H 6.5188 1.0221 0.2766 0.446 0.181 -0.312
H 3.2989 6.3052 1.5147 -0.176 -0.070 0.199
H 5.3471 1.8627 -5.4488 0.088 0.016 -0.024
H -2.7768 7.1556 -10.0182 0.392 0.210 0.342
H 9.0135 -3.0419 -1.6852 0.188 0.240 0.314
H 11.1257 -0.1879 1.2506 -0.460 -0.727 -0.285
H -0.2215 0.0054 6.2927 0.021 -0.041 0.104
H 4.0493 3.6951 -6.9518 0.216 0.522 -0.237
H -3.3352 -3.7205 3.2280 0.303 0.173 -0.346
H -3.8503 -4.5505 -1.4405 -0.536 -0.530 0.244
H 10.8265 -6.9646 -0.7651 0.069 -0.913 -0.353
H -1.3361 4.0045 8.2224 0.275 -0.200 0.072
H -8.1689 -4.0728 -2.9832 0.131 0.236 -0.095
H 1.5915 7.1223 -0.1798 0.368 -0.309 0.493
H -3.1650 6.8348 7.2382 -0.284 -0.117 0.051
H -5.3125 5.9345 -10.3892 0.215 0.116 -0.030
H -5.4625 5.1842 0.4387 -0.155 -0.175 0.416
H -6.5696 6.1533 -9.1708 -0.336 -0.327 -0.168
H -7.9318 -0.7406 8.3736 0.015 -0.451 -0.160
H 6.3592 -4.2077 0.5930 0.357 0.545 0.058
H -1.9916 6.1951 6.1428 0.232 -0.323 0.053
H 13.6195 -7.4862 -2.5121 -0.275 0.054 -0.255
H 14.3200 0.7756 2.0308 0.522 0.024 0.391
H -0.8239 -10.0478 2.0209 -0.112 -0.312 -0.337
H -0.1550 -3.2070 7.1067 0.261 -0.083 0.116
H -2.9526 1.9071 0.3352 -0.323 -0.171 -0.045
H -0.8285 -1.7675 7.8040 0.004 0.344 -0.269
H 8.4214 -3.6784 -0.1186 -0.298 0.543 0.184
H -9.7204 -1.4671 4.7972 0.055 -0.427 0.605
H -6.5757 7.1305 -10.6658 0.050 0.154 0.174
H 8.7825 -5.7745 -0.8592 -0.563 -0.342 -0.301
H -2.7992 1.6577 -4.9535 -0.014 0.373 0.277
H 4.3397 7.3859 2.4425 -0.106 0.239 -0.033
H -1.6280 6.4213 7.8814 0.225 -0.350 0.015
H -3.7569 7.9554 -7.7067 -0.405 0.533 -0.329
H -0.4730 0.3017 2.2451 0.315 -0.460 0.489
H -9.4948 1.1795 6.3796 -0.205 0.250 -0.352
H 5.0305 -5.1559 0.3072 -0.347 -0.278 -0.709
H -3.7155 4.3866 -7.2001 -0.327 -0.363 0.071
H 4.4057 1.4912 -6.9073 -0.062 -0.096 0.006
H 6.6989 -2.7614 -1.7295 -0.279 0.206 -0.029
H -0.7014 -4.5795 -2.7800 0.068 0.065 0.481
H 11.0772 -4.1059 -1.3605 -0.389 0.263 -0.433
H -7.1139 5.8823 -1.2567 -0.284 -0.111 0.423
H -1.2250 6.9287 -8.2826 0.025 0.018 -0.113
H -10.1211 -5.9403 -2.0792 -0.377 -0.012 -0.261
H -2.3123 3.6224 -7.9918 -0.041 -0.019 -0.255
H -8.5144 -4.0248 -1.2270 -0.243 0.273 -0.025
H -7.7826 0.3670 3.8395 -0.561 0.010 0.579
H 14.3423 -7.2920 -0.9418 -0.126 0.179 0.157
H 10.4603 1.6910 2.1356 0.083 -0.103 0.309
H 1.5814 -0.6561 7.2382 0.329 -0.360 0.510
H -4.3385 6.0045 -2.4296 -0.032 0.007 -0.018
H -8.6519 2.1125 2.2066 -0.368 0.096 0.185
H 9.0144 1.3066 -0.5272 0.198 0.072 -0.077
H 13.2103 -0.2426 0.1269 -0.015 -0.172 0.038
H -9.2821 -7.4944 -2.2478 0.109 0.079 0.147
H -10.7208 0.0979 3.1410 0.114 -0.240 0.013
H 4.9576 -3.4652 -0.2041 -0.033 0.192 -0.214
H -1.2938 -5.4889 3.2382 0.197 -0.758 0.290
H 2.8905 9.2978 1.7374 -0.624 0.276 -0.113
H 6.3727 0.2087 1.7958 0.369 -0.419 0.014
H 2.4351 3.7606 -3.7788 -0.357 -0.256 -0.336
H -2.7298 1.4106 2.0067 0.001 -0.140 0.139
H 1.2134 8.7525 -0.3784 0.531 0.669 0.099
H 12.7712 0.0135 4.7446 -0.381 -0.049 -0.077
H 0.8181 -8.5991 0.6368 -0.188 0.786 0.427
H -10.1412 1.0720 -0.9333 0.008 0.000 0.202
H -9.2190 -6.3765 -3.5976 -0.362 0.188 -0.206
H -4.4841 6.4047 -7.6142 -0.724 -0.106 -0.073
H 12.8338 -8.2071 -1.0854 -0.069 -0.119 0.020
H -0.1520 -3.1822 -3.7047 -0.180 -0.099 -0.368
H 11.0825 -6.5086 -2.5006 -0.388 0.252 0.011
H -6.3379 -0.4864 7.5234 -0.262 -0.524 -0.215
H 0.5641 -2.3823 8.5638 0.169 -0.632 -0.006
H -6.0748 -4.9105 -0.9232 -0.212 -0.007 0.396
H 8.7162 2.5971 0.6627 -0.893 -0.085 0.190
H -9.9642 -0.2910 7.1460 0.381 -0.449 0.383
H 14.3579 -0.5467 4.2986 0.206 -0.137 0.047
H 2.4681 2.5901 -5.9919 -0.490 -0.424 0.174
H -2.7541 0.1500 0.7233 -0.336 0.140 0.031
H -2.2154 -8.2785 2.7206 -0.039 0.053 0.460
H 0.2983 -10.0672 0.0669 -0.018 -0.612 -0.116
H 2.7342 -1.8163 5.3228 0.190 0.095 0.318
H 4.0376 3.2590 -3.4842 0.212 -0.498 0.154
H -5.8662 5.5226 -3.2384 -0.027 0.369 0.047
H -6.4325 8.1759 -0.7534 -0.076 0.070 -0.060
H -2.5671 1.4472 -6.6083 -0.350 0.005 -0.592
H -3.7160 -4.8488 -4.4218 -0.356 0.471 -0.071
H 2.6070 7.2983 2.8807 0.148 -0.658 0.277
H -1.2353 -2.8520 -2.3941 0.212 -0.330 0.633
H 13.0977 1.4785 0.0455 0.234 0.316 0.533
H -8.6107 -0.9066 2.9012 0.537 -0.216 -0.154
H -2.7311 -5.5939 -3.2988 0.418 -0.027 0.665
H 12.8368 1.4440 2.6434 -0.313 0.063 0.290
H -7.3269 0.8330 7.9616 -0.175 0.369 0.112
H 1.3292 -7.6225 -1.6806 0.279 -0.387 0.756
H -0.8745 3.6007 0.8421 -0.280 -0.375 -0.607
H 7.1962 -3.9056 -2.9745 -0.142 -0.400 0.125
H -2.1889 6.2274 -6.3008 -0.460 -0.532 0.610
H 1.7096 -3.2118 5.4125 -0.802 0.264 -0.043
H 13.0559 -1.7539 4.4571 -0.117 0.217 -0.126
H -2.4807 -7.0951 0.8996 0.017 0.698 -0.950
H -3.3937 -4.7652 4.5789 -0.366 -0.557 0.166
H -0.6328 2.6994 2.2709 0.064 0.007 0.325
H -5.5400 -5.1341 -3.2538 -0.705 -0.306 0.002
H -4.1265 2.1197 -5.9797 -0.041 0.548 -0.360
H -3.3906 4.0059 5.3425 0.166 -0.046 0.128
H 0.6471 2.7362 1.0998 -0.013 -0.085 -0.213
H 11.0961 2.6048 0.8187 -0.352 0.118 -0.586
H 3.6204 9.0237 -0.5344 0.157 0.097 -0.165
H -6.2026 6.6901 0.9692 0.067 0.179 -0.123
H 0.7465 8.0441 1.1031 -0.107 -0.347 0.069
H -3.4288 5.6220 -9.5690 -0.035 -0.106 -0.221
H 6.8526 1.8491 1.8430 -0.058 0.384 -0.300
H -11.1483 -0.5059 5.2912 -0.071 -0.338 0.122
H -2.1405 -9.5386 0.9006 0.049 -0.323 -0.414
H -0.8052 1.1227 -0.3343 0.034 0.375 -0.158
H -4.5406 3.3358 6.5337 0.204 -0.051 0.073
H -8.3787 1.1582 -0.7051 0.165 -0.068 -0.107
H -1.6960 -4.7396 1.7824 -0.258 0.116 -0.521
H 0.1346 -7.7750 -2.8380 -0.689 -0.539 0.059
H 3.9982 0.7386 -5.3283 0.112 -0.298 -0.280
H -4.5035 6.5885 0.3324 -0.156 0.539 -0.271
H -4.8079 -4.5676 3.3834 -0.033 -0.422 0.597
H 2.6070 -2.8622 6.8068 0.450 0.304 0.001
H 2.7501 1.9733 -3.6926 -0.011 0.253 0.679
H -3.8715 -3.0373 -2.2317 -0.273 0.300 -0.103
H -7.5558 0.9158 1.5500 0.388 0.056 -0.073
H -6.3559 -3.1741 -1.2033 0.115 0.039 -0.045
H -4.5856 5.0459 6.1091 -0.155 -0.054 -0.099
H 10.4670 -4.8120 0.0841 0.745 -0.398 0.473
H 0.8780 -9.3173 -2.2294 0.558 0.271 -0.405